A 4-piece molecular cluster, C5H9N3O2S overall in a non-equilibrium geometry. Source: the Open Molecules 2025 dataset; level of theory: the ωB97M-V functional and the def2-TZVPD basis.

```
20
Properties=species:S:1:pos:R:3:forces:R:3
C 1.14383 1.21736 0.97617 2.700 2.120 0.877
C 2.38102 1.94024 0.87923 -0.150 1.440 1.219
C 4.23410 -1.39069 -0.52092 0.809 0.892 -0.547
C -2.65854 -1.93876 0.68002 -2.534 1.538 -0.878
C -2.26299 -0.67826 -0.14110 -0.622 0.055 -0.141
N 0.52821 -0.45472 -0.59264 -0.205 -1.326 -1.290
N -3.03741 -0.23300 -1.12641 -1.090 -2.730 0.332
N 0.85258 0.28731 0.15371 -0.154 -0.273 -0.477
O 4.67843 -1.03578 -1.51290 0.451 0.092 -1.833
O 3.87491 -1.67116 0.52043 -1.239 -1.034 2.329
S 3.51049 1.80299 -0.28544 0.004 0.020 -0.032
H 0.64003 1.26624 1.87333 -1.534 -0.053 1.496
H 2.52811 2.75812 1.73556 -0.462 -1.913 -1.755
H -1.82828 -2.61542 0.82905 0.239 0.227 0.378
H -2.97973 -1.34340 1.62111 0.710 -1.430 -1.016
H -3.59026 -2.57684 0.35626 1.459 1.147 0.252
H -2.88880 0.64923 -1.56868 0.542 0.409 -0.053
H -3.81909 -0.78635 -1.61506 1.143 0.802 1.206
H -0.70751 2.77927 -1.08245 0.123 -0.899 -0.142
H -0.59908 2.02360 -1.17928 -0.191 0.916 0.073
```
Forces are in eV/Å.

Properties
Kohn-Sham gap: 8.180 eV
Charge: 0
LUMO energy: -0.0474 eV

---

C29H28IIrN5O4 as an isolated structure. Source: the Open Molecules 2025 dataset; level of theory: the ωB97M-V functional and the def2-TZVPD basis.

```
68
Properties=species:S:1:pos:R:3:forces:R:3
Ir -1.03580 -0.45226 -0.58421 0.116 0.243 0.005
C 3.88196 -0.86231 -1.00398 0.025 0.007 -0.022
C 3.35221 -0.64820 0.35793 -0.102 -0.007 -0.055
N 4.23089 -0.37147 1.34156 0.129 -0.001 -0.041
C 3.75462 -0.04703 2.50583 -0.055 0.020 0.088
C 2.35953 0.02535 2.83954 -0.017 -0.035 0.052
C 1.96704 0.38780 4.24787 0.051 0.040 -0.020
O 1.20182 -0.63987 4.86699 0.003 -0.044 -0.001
C 1.40276 -0.30993 1.87345 0.140 -0.063 -0.096
C 0.05776 -0.23274 2.21536 -0.069 0.099 0.050
N -1.05822 -0.69223 1.46500 -0.094 0.053 -0.084
C -2.02171 -1.32123 2.16039 0.123 0.074 0.061
C -1.75034 -1.84909 3.45937 -0.063 -0.052 0.108
C -2.69995 -2.56981 4.13687 0.037 0.020 -0.023
C -3.96490 -2.76593 3.57884 -0.040 -0.009 -0.008
C -4.28450 -2.20909 2.33832 0.023 0.000 0.007
C -3.34150 -1.49225 1.64099 -0.133 -0.057 -0.034
I -3.97446 -0.50138 -0.08131 0.038 -0.091 -0.017
C 1.92382 -0.67121 0.56276 0.056 0.029 -0.018
O 1.20210 -0.91988 -0.45005 -0.113 -0.076 0.044
H 4.96465 -0.93297 -0.97302 -0.003 0.000 -0.004
H 3.59026 -0.01576 -1.63427 0.007 0.005 0.000
H 3.44494 -1.75113 -1.46127 -0.003 0.000 0.009
H 4.48063 0.15190 3.28957 -0.008 0.012 0.007
H 1.34765 1.28957 4.22683 0.017 0.016 0.026
H 2.85648 0.62645 4.83178 -0.005 0.010 -0.006
H 1.77292 -1.16083 5.44121 -0.020 0.015 -0.004
H -0.20988 0.25384 3.14252 -0.021 0.007 -0.029
H -0.77153 -1.69072 3.89578 -0.011 -0.032 -0.014
H -2.46865 -2.97916 5.11036 -0.005 -0.006 0.002
H -4.71809 -3.32294 4.11924 -0.003 -0.001 -0.004
H -5.28479 -2.31989 1.94266 -0.007 -0.004 0.014
C -0.82712 -1.19633 -4.77529 -0.014 -0.002 0.034
C -0.94191 -1.25118 -3.29356 0.026 -0.107 -0.347
N -0.91566 -0.20926 -2.53680 -0.006 0.187 0.312
N -0.76990 1.06919 -2.99193 -0.026 -0.079 -0.053
C -0.72624 1.89833 -1.98366 0.052 0.023 0.184
O -0.82596 1.50008 -0.70532 -0.033 -0.135 -0.011
C -0.52893 3.32990 -2.19334 0.003 0.047 -0.057
C -0.67575 4.21458 -1.12175 -0.011 -0.010 -0.011
C -0.48018 5.57014 -1.31861 0.007 0.006 -0.013
C -0.13694 6.04461 -2.57829 -0.005 -0.005 0.012
C 0.00832 5.16630 -3.64569 0.006 0.012 -0.013
C -0.18735 3.81103 -3.45958 -0.006 -0.003 0.023
C -1.07486 -2.51098 -2.54356 -0.023 -0.084 0.092
C -1.11305 -3.74298 -3.16940 0.013 -0.002 -0.083
C -1.21688 -4.89577 -2.40708 -0.001 -0.021 0.043
C -1.26979 -4.79133 -1.02592 0.002 -0.039 -0.059
C -1.22717 -3.53752 -0.45074 0.019 0.147 0.039
N -1.14477 -2.41912 -1.17998 -0.022 -0.116 -0.101
H -0.79317 -0.16220 -5.10218 0.007 0.005 -0.012
H -1.67612 -1.69375 -5.24672 -0.011 -0.004 0.021
H 0.08192 -1.70372 -5.10447 0.006 -0.006 0.017
H -0.96536 3.84051 -0.14872 0.000 0.005 0.005
H -0.60369 6.25924 -0.49449 0.001 0.001 0.001
H 0.01446 7.10486 -2.73037 0.001 0.000 -0.001
H 0.27537 5.54209 -4.62370 0.001 0.003 0.002
H -0.07256 3.11970 -4.28249 -0.003 0.004 0.003
H -1.05670 -3.79521 -4.24714 -0.003 -0.016 0.004
H -1.24971 -5.86474 -2.88643 0.002 0.004 -0.004
H -1.34036 -5.66615 -0.39602 0.002 -0.002 -0.001
H -1.25467 -3.40953 0.62277 -0.016 0.023 0.001
C 2.26716 3.21663 1.37508 0.039 0.037 -0.018
O 1.96770 2.24542 0.37930 -0.046 -0.049 -0.009
H 2.47870 4.19349 0.93669 -0.009 0.003 -0.001
H 3.16353 2.88183 1.89571 0.000 0.001 -0.003
H 1.45223 3.32067 2.09865 0.008 -0.007 0.006
H 1.15765 2.51562 -0.06788 0.045 0.007 0.004
```
Forces are in eV/Å.

Properties
Kohn-Sham gap (alpha / beta): 5.949 / 5.251 eV
Charge: +2
Multiplicity: 6
LUMO energy (alpha / beta): -6.5742 / -8.5129 eV
Expectation value of S²: 8.82

---

A 9-piece molecular cluster, C33H81N3O9 overall in a non-equilibrium geometry. Source: the Open Molecules 2025 dataset; level of theory: the ωB97M-V functional and the def2-TZVPD basis.

```
126
Properties=species:S:1:pos:R:3:forces:R:3
C 1.26261 -3.65885 5.33588 1.732 0.075 0.423
C 2.51575 -4.58822 5.49757 -0.976 -1.216 0.214
O 2.45410 -5.77006 4.65563 0.022 0.782 -0.261
H 1.16225 -3.39661 4.28267 -0.284 -0.183 0.054
H 1.54321 -2.73491 5.84155 -0.059 0.273 0.063
H 0.31895 -3.94495 5.80037 0.201 -0.586 -0.305
H 2.63157 -5.08955 6.45848 -0.562 0.683 0.520
H 3.45398 -4.04191 5.40080 -0.071 0.186 -0.571
H 3.05855 -5.67664 3.91569 0.003 0.004 -0.084
C 0.27809 -2.66208 1.38344 0.277 0.742 -0.804
C 0.49462 -1.21939 0.78569 -0.047 -0.583 1.704
O 0.22703 -0.17206 1.76722 -0.252 -0.857 -1.526
H 0.84005 -3.27469 0.67846 -0.255 -0.611 0.154
H -0.73652 -3.04059 1.50756 -0.204 0.367 -0.612
H 0.68074 -2.82161 2.38370 0.526 0.552 -0.089
H -0.03586 -1.05266 -0.15180 -0.680 0.150 0.444
H 1.52577 -1.17066 0.43576 0.383 0.134 0.371
H 0.93026 -0.23272 2.41791 0.251 -0.024 0.159
C -3.89211 0.45582 -0.67183 0.242 0.501 -0.753
C -2.92042 -0.04370 0.35004 0.129 -0.677 0.265
O -2.11780 0.95767 0.96902 -1.073 -0.222 -0.840
H -4.45206 -0.40691 -1.03273 -0.612 0.134 0.416
H -3.43415 0.80277 -1.59811 0.460 0.259 0.135
H -4.48054 1.29035 -0.29051 -0.402 -0.299 0.005
H -2.35567 -0.84251 -0.13065 0.775 0.120 -0.204
H -3.49490 -0.63459 1.06344 -0.184 0.302 0.675
H -1.39985 0.51081 1.42340 0.493 -0.010 0.239
O 2.55616 -0.44369 3.27230 0.057 0.028 -0.024
H 3.27782 -1.06566 3.17965 0.231 -0.245 -0.157
H 2.45839 -0.32860 4.21751 -0.140 0.230 0.389
O 0.50201 -6.10657 2.05601 -0.096 -0.039 -0.402
H 1.03595 -5.36581 2.34310 0.100 0.139 0.155
H 0.14351 -6.47177 2.86492 0.002 -0.110 0.265
O 3.57860 1.05542 0.90473 0.294 0.231 -0.223
H 3.34789 0.21417 0.51066 -0.102 -0.133 -0.153
H 3.31869 0.97007 1.82201 -0.205 -0.041 0.324
C -2.18723 4.31626 5.83162 -0.226 -1.481 -0.332
C -0.89864 3.97512 6.58952 0.989 -0.523 0.340
C -0.91267 2.52684 7.18169 0.257 -0.360 -0.653
C -0.55862 1.39146 6.20697 1.422 0.338 -1.360
C 0.65543 1.68287 5.19886 -1.314 0.951 0.908
C 0.67647 3.17654 4.60690 0.615 -3.439 -0.322
N 0.32343 4.08038 5.66181 -1.055 -0.304 1.938
O 0.37559 5.38058 5.13242 0.302 0.549 0.398
C 2.14490 3.44075 4.15423 1.210 0.200 0.193
C -0.22142 3.06522 3.36874 -0.033 1.721 -0.647
C -0.70424 4.87470 7.88382 -0.054 0.763 -1.212
H -3.02406 4.47231 6.51240 0.094 0.666 -0.034
H -2.49425 3.41112 5.30763 0.004 -0.418 -0.026
H -2.11203 4.99071 4.97865 0.194 0.707 0.712
H -0.21644 2.49751 8.01985 0.223 0.055 -0.089
H -1.88339 2.31778 7.63125 -0.199 0.186 -0.078
H -1.36053 1.05963 5.54748 -0.482 0.405 0.252
H -0.21716 0.47009 6.67875 -0.327 0.079 0.621
H 0.41483 0.97090 4.40936 0.572 0.160 -0.363
H 1.60912 1.42465 5.65918 0.061 0.146 0.161
H 2.57920 4.43905 4.10063 -1.192 0.729 -0.399
H 2.92900 3.09744 4.82909 -0.449 -0.911 0.669
H 2.43216 2.99626 3.20133 -0.537 -0.175 -0.137
H -0.41330 4.08141 3.02430 -0.515 0.246 0.091
H 0.30227 2.68385 2.49215 0.133 -0.637 0.314
H -1.16885 2.54042 3.49144 0.108 0.004 0.193
H -1.47746 4.77889 8.64609 -0.293 -0.725 -0.260
H -0.79777 5.93016 7.62817 0.282 0.135 -0.269
H 0.24563 4.74012 8.40125 0.137 -0.248 -0.340
H 1.19758 5.59889 5.57770 0.069 1.095 -0.353
C -0.19815 3.08963 -5.40267 0.677 -1.208 -1.341
C -0.65737 4.17500 -4.49230 -1.528 1.296 1.925
C -2.23559 4.04853 -4.20756 0.322 0.551 -2.104
C -2.60597 2.96388 -3.32226 1.138 -2.389 1.204
C -1.94224 3.32069 -1.99502 -1.307 -0.373 0.123
C -0.42507 3.33394 -2.00952 0.100 0.499 0.125
N -0.04486 4.21484 -3.13838 -0.126 0.623 0.693
O 1.33475 4.60540 -3.02525 -0.466 -0.832 -0.991
C -0.00079 4.08090 -0.69632 0.328 -0.912 -0.135
C 0.11234 1.87788 -2.09599 -0.370 -0.319 -0.341
C -0.38595 5.51915 -5.22322 -0.069 -0.590 -0.593
H -0.52934 2.06301 -5.24631 -0.194 0.088 0.677
H 0.88946 3.04507 -5.45942 0.145 0.112 0.275
H -0.50125 3.26290 -6.43525 -0.204 0.392 -0.102
H -2.74538 4.90387 -3.76416 0.626 0.786 -0.577
H -2.72679 3.76300 -5.13777 0.172 0.783 -0.654
H -2.21865 2.04641 -3.76536 0.422 -0.456 0.255
H -3.66654 2.71287 -3.30538 -0.246 0.713 0.426
H -2.29864 2.72077 -1.15765 0.151 0.001 0.056
H -2.29011 4.34595 -1.86884 0.142 0.174 0.679
H -0.19934 5.15106 -0.75481 0.031 -0.061 -0.227
H -0.52330 3.70370 0.18277 -0.378 -0.236 -0.171
H 1.04802 3.90162 -0.45977 0.141 0.240 -0.270
H 0.02237 1.48111 -3.10722 0.595 0.510 -0.418
H 1.11920 1.72451 -1.70766 0.042 0.228 -0.155
H -0.53590 1.12947 -1.64016 -0.215 0.384 0.970
H -1.12860 5.64355 -6.01131 -0.166 -0.197 -0.085
H 0.55760 5.39790 -5.75531 0.226 0.399 0.167
H -0.41820 6.46582 -4.68390 0.141 -0.372 0.576
H 1.30077 5.56357 -2.97677 -0.093 0.144 0.102
C 1.06051 -3.97860 -2.39728 -0.301 -1.586 -0.476
C 0.24580 -4.24567 -3.69663 -0.636 1.904 0.737
C 0.34879 -2.84793 -4.42343 -0.515 -0.965 -1.536
C -0.06405 -3.00389 -5.95253 0.262 -0.145 1.914
C 0.86037 -4.03935 -6.62528 -1.148 1.673 1.580
C 0.72747 -5.42388 -5.96651 0.739 0.335 -0.219
N 0.79160 -5.31933 -4.49434 1.086 0.252 -0.791
O 0.77697 -6.63993 -3.91354 -0.442 1.233 -0.161
C -0.46770 -6.14049 -6.59364 -0.809 -0.442 0.436
C 1.99085 -6.17515 -6.38637 0.555 -1.519 -0.635
C -1.25282 -4.50671 -3.41237 -0.356 0.168 -0.790
H 2.12001 -3.79973 -2.58051 0.015 -0.201 -0.345
H 0.93793 -4.93358 -1.88632 0.314 0.298 0.901
H 0.71679 -3.11473 -1.82835 -0.501 -0.249 -0.005
H -0.29199 -2.13845 -3.89984 -0.424 -0.245 -0.044
H 1.32898 -2.41078 -4.23306 0.406 -0.302 -0.668
H -0.07912 -2.04616 -6.47275 0.151 -0.024 -0.021
H -1.08508 -3.38454 -5.92627 -0.193 0.116 -0.217
H 1.83669 -3.60176 -6.41693 0.435 -0.444 -0.660
H 0.54651 -4.01833 -7.66891 0.689 -0.554 -0.148
H -0.64461 -7.12937 -6.17066 0.420 -0.134 0.073
H -1.43367 -5.65728 -6.44700 0.107 0.501 -0.036
H -0.32502 -6.25858 -7.66779 0.135 0.028 0.002
H 2.34313 -5.85188 -7.36591 -0.014 0.112 -0.006
H 2.85306 -6.19849 -5.71992 -0.075 0.969 0.323
H 1.83734 -7.24960 -6.48684 -0.515 -0.184 -0.193
H -1.64515 -4.83890 -4.37354 -0.188 -0.398 0.073
H -1.84217 -3.60349 -3.25436 0.255 0.197 0.568
H -1.51906 -5.25506 -2.66592 0.387 0.001 0.050
H 1.70725 -6.85510 -4.01301 0.155 -0.342 0.320
```
Forces are in eV/Å.

Properties
SMILES string: CC1(C)CCCC(C)(C)N1O.CC1(C)CCCC(C)(C)N1O.CC1(C)CCCC(C)(C)N1O.CCO.CCO.CCO.O.O.O
Kohn-Sham gap: 7.470 eV
Charge: 0
LUMO energy: -0.2768 eV

---

For each record above, in turn, the calculated energy relative to the best compared isomer or geometry (same formula, charge and spin) values are 386.9; 5.7; 504.9 kJ/mol.